A 2-piece molecular cluster, C5H7N3O3 overall in a non-equilibrium geometry, computed with the ωB97M-V functional and the def2-TZVPD basis.

Summary:
Energy above the lowest of the compared OMol25 structures with the same formula, charge and spin, kJ/mol: 584.7
Orbital gap (alpha / beta), eV: 4.83 / 8.24
M, g mol⁻¹: 157.1
E_LUMO (alpha / beta), hartree: -0.0875 / -0.0293

CARTESIAN COORDINATES (ANGSTROEM)
C (-0.04626, 2.62957, 0.68504)
C (1.24214, 1.94573, 0.93071)
C (-0.39497, 0.50528, 0.41108)
C (-0.53186, -2.05900, 0.62977)
C (-1.14801, -0.70005, 0.37923)
N (-0.99937, 1.76571, 0.53922)
N (0.94699, 0.62587, 0.70479)
N (-0.21295, -0.13564, -2.44636)
O (-0.16560, -1.28236, -2.86616)
O (0.26259, 0.82962, -2.94691)
O (0.64313, -2.26399, -0.12872)
H (-0.22223, 3.70353, 0.77645)
H (2.08287, 2.34579, 1.31176)
H (-1.20934, -2.77864, 0.34985)
H (-0.06161, -2.30151, 1.67156)
H (-2.19244, -0.63607, 0.18944)
H (1.59103, -0.17487, 0.81919)
H (0.41589, -2.01897, -1.00993)

Now the Mulliken charges, all in e: -0.1378, -0.4691, 0.3404, -0.4761, -0.5455, -0.6004, 0.0442, 0.7755, -0.4932, -0.3722, -0.5009, 0.3809, 0.5033, 0.3548, 0.2295, 0.4175, 0.2554, 0.2937